This record from the Open Molecules 2025 dataset describes a structure of composition C36H30N11ORuS3. The level of theory is wB97M-V/def2-TZVPD.

Summary:
total energy: -3356.59554 a.u.
charge: +1
relative energy (zero: lowest compared OMol25 entry of this formula, charge and spin): 26.11 kcal per mole
highest occupied orbital energy (spin up / spin down): -10.2 / -10.3 eV

Last column: Löwdin charge in e.
CARTESIAN COORDINATES (ANGSTROEM)
H (4.786, 1.053, -3.074)  0.14
H (-1.151, 0.409, -1.049)  0.06
C (5.075, -3.619, -3.863)  0.00
S (1.743, 0.639, 3.348)  0.56
H (4.900, -1.926, 1.051)  0.07
C (-1.858, 2.052, 1.011)  -0.26
C (5.944, -1.888, 1.305)  -0.04
C (-4.480, 2.832, 0.846)  -0.04
H (2.866, 2.634, 0.966)  0.10
S (7.221, 2.304, 2.912)  0.66
Ru (0.603, 0.477, 1.399)  1.02
N (4.139, 1.756, -0.448)  0.16
C (1.334, -3.807, 3.967)  -0.04
H (-0.926, 3.101, 3.485)  0.08
H (4.331, -2.029, -0.967)  0.09
H (5.707, -2.651, -5.665)  0.12
H (8.150, 0.007, 3.045)  0.05
C (2.533, -4.826, 2.005)  0.01
N (3.873, -6.545, -0.977)  0.13
C (0.584, -2.360, 2.044)  -0.16
C (8.146, -2.853, 1.237)  -0.07
H (-4.696, 1.318, -0.653)  0.12
C (3.038, 1.859, 0.237)  -0.22
H (6.430, -3.712, 0.296)  0.10
C (3.476, -5.674, -0.117)  -0.29
H (1.000, -8.287, 2.741)  0.12
N (-0.586, -2.267, 3.892)  0.15
H (1.322, -2.681, 1.331)  0.13
C (5.811, 1.458, 2.891)  -1.07
H (5.896, 0.618, -1.778)  0.14
C (-4.021, 1.804, 0.040)  -0.03
H (-0.518, 4.254, 2.226)  0.09
O (3.706, -4.397, -0.533)  0.11
C (1.688, -4.988, 3.099)  -0.20
C (6.427, -0.828, 2.067)  -0.19
C (5.311, -1.241, -4.102)  -0.02
H (0.483, -6.369, 4.207)  0.12
C (7.768, -0.793, 2.435)  -0.04
C (4.670, -3.431, -2.545)  -0.13
C (-2.296, 3.115, 1.824)  -0.21
C (5.398, -2.518, -4.637)  -0.04
C (3.456, 0.757, 2.989)  -1.11
C (-1.353, 3.803, 2.765)  -0.04
S (4.311, 2.197, 3.432)  0.98
N (0.442, -2.871, 3.260)  -0.08
C (1.137, -6.236, 3.355)  -0.02
C (4.944, 0.362, -2.244)  -0.05
N (3.934, 0.677, -1.232)  -0.09
H (-2.782, 0.257, -1.711)  0.09
C (-1.034, -1.409, 3.014)  -0.21
N (4.182, -0.183, 2.511)  0.03
H (0.789, -4.106, 4.859)  0.13
C (-2.204, 0.285, -0.789)  -0.05
H (2.213, -3.236, 4.270)  0.14
H (8.813, -3.640, 0.911)  0.11
H (3.026, -3.878, 1.830)  0.11
C (2.751, -5.884, 1.131)  -0.13
H (-2.303, -0.689, -0.303)  0.08
H (-1.869, 4.586, 3.314)  0.08
C (4.613, -2.152, -2.001)  0.01
N (4.407, -5.840, -2.038)  0.13
C (4.291, -4.590, -1.747)  -0.29
C (4.929, -1.049, -2.777)  -0.19
N (2.121, 0.886, -0.057)  -0.06
H (-4.000, 4.293, 2.342)  0.12
C (2.739, 0.150, -0.981)  -0.11
H (-5.516, 3.136, 0.783)  0.12
H (2.400, -7.957, 0.721)  0.12
C (2.210, -7.140, 1.403)  0.00
H (5.552, -0.384, -4.719)  0.12
H (2.327, -0.694, -1.506)  0.14
C (8.617, -1.805, 2.013)  -0.06
C (-3.626, 3.486, 1.727)  -0.03
C (6.805, -2.890, 0.893)  -0.07
H (-1.882, -0.769, 3.195)  0.12
C (-2.694, 1.391, 0.095)  -0.21
N (-0.341, -1.426, 1.831)  -0.08
N (-0.531, 1.674, 1.134)  -0.11
N (5.507, 0.182, 2.493)  -0.12
H (5.119, -4.621, -4.267)  0.12
C (1.421, -7.314, 2.525)  -0.04
H (9.658, -1.765, 2.303)  0.11


This record from the Open Molecules 2025 dataset describes a structure of composition C36H30N6OSSeTi at a distorted geometry. The level of theory is wB97M-V/def2-TZVPD.

Summary:
total energy: -5442.34120 a.u.
charge: +2
relative energy (zero: lowest compared OMol25 entry of this formula, charge and spin): 8.59 kcal per mole
highest occupied orbital energy: -13.2 eV

Last column: Löwdin charge in e.
CARTESIAN COORDINATES (ANGSTROEM)
H (-2.303, -1.385, 1.856)  0.10
H (-6.457, -0.380, 2.080)  0.12
C (-2.509, -4.574, -1.874)  -0.34
H (4.427, 5.471, 4.455)  0.12
C (-2.233, -3.162, -2.137)  -0.06
C (-2.436, -1.143, -3.405)  0.01
H (-0.834, -6.039, 1.619)  0.14
H (-2.467, 1.877, 4.903)  0.12
C (-2.026, -5.182, -0.671)  -0.34
C (-2.697, -2.488, -3.269)  0.05
H (1.104, -2.309, 2.443)  0.10
H (-3.258, -3.036, -4.016)  0.14
N (-2.336, -6.439, -0.486)  -0.20
H (1.673, 2.216, 4.317)  0.10
C (-0.921, -3.091, -0.022)  -0.13
C (-0.943, 1.496, 3.451)  -0.05
C (-1.757, 2.179, -0.033)  -0.68
H (-1.555, 0.578, -2.441)  0.13
H (4.771, 5.310, 2.010)  0.11
H (0.211, 2.603, -0.255)  0.08
Ti (0.030, -0.261, 0.373)  1.11
S (-3.353, 2.830, -0.041)  1.18
H (-6.040, 1.780, 0.949)  0.12
N (-0.722, 2.873, -0.532)  0.16
C (-3.113, -0.708, 1.605)  -0.02
H (1.515, -0.802, 3.763)  0.11
O (1.142, 0.076, -0.853)  -0.27
H (1.245, -2.026, -2.486)  0.08
C (-1.502, -2.442, -1.201)  -0.14
H (2.874, -1.729, -3.097)  0.10
C (4.089, 4.636, 2.510)  -0.06
C (-0.077, -0.503, 5.168)  -0.06
H (2.245, 1.838, 0.530)  0.07
H (-1.260, 2.305, 2.803)  0.12
C (2.068, -0.094, -1.980)  -0.41
H (3.236, 1.679, -1.566)  0.08
C (-3.934, 1.374, 0.726)  -0.44
N (-0.110, -2.347, 0.782)  0.02
C (2.519, 2.791, 2.412)  -0.20
H (-0.849, 3.846, -0.762)  0.12
H (4.083, 0.412, -2.450)  0.10
C (0.169, 0.727, 3.092)  -0.29
C (-1.196, -4.420, 0.264)  -0.06
C (0.596, -0.267, 3.976)  -0.07
H (-4.597, -1.935, 2.526)  0.12
C (2.338, 2.889, 3.798)  0.00
C (1.853, 1.819, 1.544)  -0.05
N (-1.642, 0.962, 0.468)  -0.04
H (2.882, 3.914, 5.591)  0.11
C (-0.619, -5.001, 1.397)  0.06
C (0.867, 0.926, 1.789)  -0.20
Se (-3.299, -6.932, -1.895)  1.23
C (2.208, -1.573, -2.248)  -0.03
C (0.217, -4.250, 2.193)  0.01
H (3.572, 3.592, 0.717)  0.11
C (-1.194, 0.252, 5.495)  -0.06
H (1.574, 0.398, -2.819)  0.15
N (-1.289, -1.121, -1.318)  0.04
C (3.366, 0.601, -1.651)  -0.03
H (3.785, 0.218, -0.719)  0.10
C (3.410, 3.672, 1.786)  -0.03
C (-5.231, 1.083, 1.123)  -0.05
C (-5.457, -0.126, 1.757)  -0.05
C (3.894, 4.725, 3.881)  -0.05
H (2.640, -2.082, -1.383)  0.10
C (-1.616, 1.263, 4.638)  -0.05
H (0.696, -4.666, 3.068)  0.13
C (-2.885, 0.492, 0.946)  -0.30
C (0.450, -2.930, 1.849)  -0.07
H (-1.719, 0.073, 6.423)  0.11
C (3.023, 3.849, 4.521)  -0.05
H (-2.775, -0.588, -4.269)  0.13
C (-1.741, -0.489, -2.392)  -0.08
N (-3.214, -5.336, -2.668)  -0.20
C (-4.405, -1.009, 2.002)  -0.05
H (0.284, -1.261, 5.852)  0.11


This record from the Open Molecules 2025 dataset describes a structure of composition C36H31AsClN2O5PRuS. The level of theory is wB97M-V/def2-TZVPD.

Summary:
total energy: -5406.71596 a.u.
charge: -1
spin multiplicity: 2
<S²>: 0.760
relative energy (zero: lowest compared OMol25 entry of this formula, charge and spin): 38.50 kcal per mole
highest occupied orbital energy (spin up / spin down): -4.5 / -4.4 eV

Last column: Löwdin spin population.
CARTESIAN COORDINATES (ANGSTROEM)
P (0.402, 0.249, -0.608)  0.00
H (2.506, 0.092, -5.087)  0.00
C (-5.432, 0.864, -0.014)  0.00
C (2.981, -2.353, 1.204)  0.00
H (4.065, 2.352, 4.861)  0.00
H (3.440, -4.388, 0.710)  0.00
H (-0.572, -6.313, 0.427)  0.00
H (2.342, -0.319, 1.444)  0.00
C (2.267, -1.218, 0.847)  0.00
C (1.603, 0.306, -4.529)  0.00
H (-1.382, -4.537, 1.921)  0.00
H (-3.497, 0.808, 0.878)  0.00
Ru (0.860, 2.520, 0.481)  0.93
C (5.182, 1.996, 1.686)  0.00
Cl (-1.497, 2.689, 0.547)  0.04
H (0.713, -2.397, -1.914)  0.00
H (-2.581, -4.457, -2.863)  0.00
H (-0.646, 5.476, 0.907)  0.00
C (1.449, -1.215, -0.277)  0.00
O (4.750, 1.338, -1.063)  0.00
C (-0.084, 5.177, 1.793)  0.00
C (-2.440, -3.479, 0.381)  0.00
C (1.530, 2.202, 3.727)  0.00
C (1.591, 0.113, -3.157)  0.00
H (0.643, 2.343, 5.366)  0.00
C (2.875, 2.188, 3.080)  0.00
H (0.494, 0.951, -6.249)  0.00
H (-5.402, 1.939, -0.138)  0.00
C (3.936, 1.957, 1.063)  0.00
C (-0.653, 1.115, -4.443)  0.00
C (1.123, 4.361, 1.348)  -0.02
H (-7.407, -1.813, -0.615)  0.00
C (-1.533, -5.508, -1.313)  0.00
H (-5.495, -2.965, 0.409)  0.00
C (5.248, 2.164, 3.056)  0.00
N (2.810, 2.067, 1.746)  0.03
O (2.220, 4.816, 1.575)  -0.01
C (-1.653, -4.517, 0.871)  0.00
C (-5.469, -1.887, 0.293)  0.00
C (-6.550, -1.239, -0.285)  0.00
C (-1.400, -0.848, 1.156)  0.00
S (0.570, 3.891, -1.350)  -0.02
O (0.503, 2.100, 3.107)  0.02
C (-6.533, 0.138, -0.443)  0.00
C (-1.239, -0.533, -0.317)  0.00
C (-4.352, -1.169, 0.714)  0.00
C (0.446, 0.390, -2.419)  0.00
H (0.271, 6.053, 2.335)  0.00
C (-2.769, -3.473, -0.972)  0.00
H (-0.512, -1.351, 1.555)  0.00
H (-1.522, 1.536, -4.932)  0.00
H (-1.519, 0.073, 1.732)  0.00
C (-0.667, 0.923, -3.070)  0.00
C (2.094, 4.572, -1.647)  0.00
H (-1.539, 1.225, -2.504)  0.00
C (-2.324, -4.483, -1.812)  0.00
H (-1.178, -6.290, -1.972)  0.00
N (3.095, 5.094, -1.890)  -0.01
H (-7.373, 0.644, -0.902)  0.00
H (2.492, -0.217, -2.654)  0.00
H (6.053, 1.889, 1.056)  0.00
C (4.064, 2.249, 3.787)  0.00
As (-2.880, -2.052, 1.647)  0.00
H (-0.762, 4.580, 2.403)  0.00
C (0.478, 0.795, -5.177)  0.00
H (-1.335, -1.418, -0.950)  0.00
H (-1.991, 0.193, -0.627)  0.00
H (6.202, 2.219, 3.564)  0.00
O (2.576, 1.858, -0.833)  0.03
H (1.975, -4.407, -1.289)  0.00
C (-1.195, -5.522, 0.031)  0.00
H (-3.364, -2.665, -1.380)  0.00
H (3.617, -2.337, 2.079)  0.00
C (3.770, 1.708, -0.430)  0.00
C (-4.350, 0.217, 0.566)  0.00
C (2.881, -3.502, 0.437)  0.00
C (1.355, -2.377, -1.040)  0.00
C (2.064, -3.512, -0.687)  0.00
O (1.562, 2.327, 5.064)  0.00


- The highest total energy belongs to which entry?
  C36H30N11ORuS3


- Which of these has the highest total energy?
  C36H30N11ORuS3


- Among the records above, which one has the lowest relative energy (zero: lowest compared OMol25 entry of this formula, charge and spin)?
  C36H30N6OSSeTi


- Which of these has the lowest relative energy (zero: lowest compared OMol25 entry of this formula, charge and spin)?
  C36H30N6OSSeTi